(1)
C20H30Cl3HgN6Si | ωB97M-V/def2-TZVPD

Geometry as XYZ:
```
61
Properties=species:S:1:pos:R:3:forces:R:3
Hg 0.526380 0.151915 -2.573855 -0.043 1.291 0.610
C 1.719597 0.019138 2.563628 -0.482 -0.306 0.770
N 2.564746 -0.549740 1.551003 -0.041 -0.179 0.003
C 3.695306 -1.313444 2.080938 -0.188 -0.523 -1.340
C 2.271720 -0.448872 0.236175 -1.322 -0.140 -1.144
N 1.279668 0.282949 -0.287649 3.018 -0.132 1.211
C 1.214869 1.628746 0.088645 -0.092 1.174 0.498
C 2.390542 2.395075 0.302359 -0.491 -1.343 -0.200
C 2.370849 3.765649 0.611162 -0.840 -0.131 0.295
C 1.133949 4.369244 0.656932 1.011 1.423 -0.134
C -0.062211 3.676655 0.426081 -1.245 -0.693 1.166
C -1.289034 4.314566 0.755388 -0.345 0.647 0.327
C -2.487342 3.627649 0.745118 0.237 1.791 0.350
C -2.521008 2.309023 0.361555 1.392 -1.919 -0.408
C -1.329577 1.561141 0.067410 -1.283 0.718 1.200
N -1.342261 0.222369 -0.296160 -2.650 -1.172 -0.216
C -2.327415 -0.648193 0.019880 1.814 0.038 -0.039
N -2.751162 -0.911499 1.317949 1.604 1.336 -0.982
C -2.006238 -0.370048 2.455175 -0.635 -0.845 1.147
C -4.085899 -1.341147 1.575117 -0.040 -1.230 0.992
N -2.800615 -1.583694 -0.908866 0.950 1.610 0.457
C -2.839743 -1.182301 -2.330117 0.138 0.157 0.223
C -2.716708 -3.007456 -0.599086 0.048 -0.206 -0.967
C -0.083155 2.261276 0.205748 1.076 0.169 -0.900
N 2.970065 -1.327297 -0.575823 0.421 -0.964 -0.729
C 3.668753 -0.955980 -1.805206 0.433 0.703 -0.153
C 2.671057 -2.747087 -0.573767 0.031 -0.844 1.275
H 2.346490 0.545616 3.289164 -0.171 -0.106 0.063
H 1.137187 -0.782414 3.057842 0.419 0.224 0.077
H 0.989023 0.720843 2.195324 0.084 0.194 -0.359
H 4.135464 -0.723768 2.845624 0.520 0.485 0.810
H 4.421579 -1.429496 1.253408 -0.367 -0.235 0.637
H 3.407998 -2.299407 2.522191 0.074 0.652 -0.503
H 3.345863 1.856625 0.238607 -0.344 0.285 -0.035
H 3.280805 4.305813 0.905370 -0.417 -0.269 -0.433
H 1.053899 5.460521 0.846925 0.081 -0.867 0.014
H -1.256571 5.339595 1.170770 0.002 -0.585 -0.564
H -3.416942 4.161775 1.060522 0.855 -0.625 -0.348
H -3.472197 1.815984 0.368999 -0.332 -0.454 -0.251
H -1.003244 -0.046365 2.223459 0.150 -0.348 -0.501
H -1.963575 -1.181515 3.272324 -0.061 1.257 -1.107
H -2.491848 0.531811 2.850830 -0.128 -0.231 0.109
H -4.804849 -0.939596 0.892743 -0.358 0.195 -0.531
H -4.346575 -1.040929 2.583533 -0.174 0.261 0.131
H -4.134246 -2.438758 1.594605 -0.284 0.135 -0.187
H -2.456748 -0.140820 -2.489021 -0.583 -0.892 0.427
H -3.889247 -1.280120 -2.642940 0.384 0.169 -0.337
H -2.197582 -1.841027 -2.928912 -0.252 0.071 0.092
H -1.849977 -3.245189 0.037666 -0.668 0.155 0.211
H -2.533855 -3.551089 -1.530363 0.215 0.253 -0.136
H -3.675263 -3.431999 -0.299057 0.130 0.052 0.707
H 3.746357 0.149205 -1.837723 -0.161 -0.590 -0.261
H 3.168729 -1.352203 -2.730120 0.300 0.434 0.743
H 4.737686 -1.347141 -1.804151 -1.249 0.244 0.159
H 2.040706 -3.035018 0.317802 0.627 0.374 -0.917
H 3.623572 -3.334393 -0.512548 -0.726 0.289 -0.117
H 2.131563 -3.043098 -1.494490 0.170 0.152 0.346
Cl -1.532021 0.517988 -5.586923 -0.098 -0.073 -0.357
Si 0.117623 -0.503433 -4.863252 0.238 -0.047 0.139
Cl 1.773039 -0.073215 -6.052899 -0.135 -0.108 -0.349
Cl -0.267977 -2.543420 -4.825045 -0.217 -0.876 -0.683
```
Positions in Å, forces in eV/Å.

Results
* spin multiplicity: 2
* energy above the lowest of the compared OMol25 structures with the same formula, charge and spin: 51.5 kJ/mol
* HOMO-LUMO gap (alpha / beta): 4.60 / 7.03 eV
* expectation value of S²: 0.7558
* LUMO level (alpha / beta): 0.3 / 0.3 eV
* net charge: 0

(2)
C4H9N3O | ωB97M-V/def2-TZVPD

Geometry as XYZ:
```
17
Properties=species:S:1:pos:R:3:forces:R:3
C -0.509917 2.006031 -1.957024 0.129 -0.064 -0.208
N 0.333703 1.092685 -2.470842 -0.124 0.088 0.331
O 1.182316 -0.202465 -1.081911 -0.260 0.212 -0.127
H 0.874909 -0.898049 -1.676736 0.043 0.036 0.071
H 1.304446 1.387336 -2.415289 -0.030 -0.035 0.041
H -0.145090 3.006905 -1.709341 0.040 -0.103 -0.001
H -0.767957 1.559014 -0.782821 0.084 -0.142 0.072
H -1.526147 1.947926 -2.352013 0.054 -0.041 0.024
C -0.647125 -1.589500 2.439759 -0.017 0.031 -0.012
C 0.305814 -1.164186 1.356957 0.370 -0.339 0.033
N 1.433239 -1.704936 1.175310 -0.289 0.178 0.026
C -0.186187 -0.023970 0.553663 -0.336 0.600 -0.193
N -0.880411 0.914016 0.429240 0.358 -0.461 -0.005
H 1.888796 -1.253669 0.370241 -0.107 -0.008 0.048
H -1.599354 -1.909340 2.009459 0.060 0.030 0.000
H -0.201892 -2.411263 2.997408 0.003 0.047 -0.048
H -0.859141 -0.756536 3.113941 0.023 -0.030 -0.051
```
Positions in Å, forces in eV/Å.

Results
* energy above the lowest of the compared OMol25 structures with the same formula, charge and spin: 607.6 kJ/mol
* HOMO-LUMO gap (alpha / beta): 8.46 / 8.45 eV
* LUMO level (alpha / beta): -0.8 / -0.8 eV
* net charge: 0

(3)
C4H10NOS | ωB97M-V/def2-TZVPD

Geometry as XYZ:
```
17
Properties=species:S:1:pos:R:3:forces:R:3
N 0.108118 -1.421095 -1.288969 0.488 0.214 0.064
C -0.468611 -0.633420 -0.193399 0.036 -0.417 0.451
C -0.979147 -1.582848 1.030433 -0.324 1.356 -1.171
O -1.596077 -2.663641 0.622359 0.067 -0.835 -0.075
C 0.479615 0.421449 0.380714 -0.081 -0.135 -0.702
C 0.582593 1.682898 -0.485595 -1.998 -0.218 0.511
S 0.806492 3.183160 0.536163 1.002 0.064 -0.378
H 0.544012 -2.230240 -0.850471 -0.068 -0.071 -0.091
H -0.661345 -1.815971 -1.815477 -0.057 -0.148 0.184
H -1.308955 -0.096437 -0.650392 -0.238 -0.078 0.309
H -1.665242 -0.891402 1.615724 0.452 0.113 0.169
H -0.032213 -1.690899 1.645980 -0.122 -0.232 0.090
H 0.029498 0.601047 1.363233 0.418 0.497 0.086
H 1.505323 0.059974 0.482028 -0.125 -0.359 0.381
H -0.414811 1.900066 -0.880710 0.079 -0.391 -0.272
H 1.216863 1.530096 -1.352629 0.453 0.381 0.238
H 1.853887 3.647263 -0.158991 0.018 0.260 0.206
```
Positions in Å, forces in eV/Å.

Results
* energy above the lowest of the compared OMol25 structures with the same formula, charge and spin: 260.1 kJ/mol
* HOMO-LUMO gap: 5.53 eV
* LUMO level: 3.0 eV
* net charge: -1
* structure (SMILES): N[C@@H](C[O-])CCS

(4)
C7H12N2 | ωB97M-V/def2-TZVPD

Geometry as XYZ:
```
21
Properties=species:S:1:pos:R:3:forces:R:3
C 0.020922 -0.982950 -1.737354 -0.080 0.132 -0.045
C -0.022634 -0.826064 -0.422406 1.276 0.110 0.553
C -0.494884 -1.925937 0.482130 -0.006 -0.020 -0.048
C 0.558199 0.423754 0.325486 -0.587 -0.181 -1.121
C 1.322962 1.367469 -0.616621 -0.146 -0.194 0.088
N 1.390598 -0.030312 1.420965 -0.168 -0.397 0.343
C -0.642801 1.154448 0.892936 0.539 -0.453 0.140
C -1.797466 1.052579 0.301656 -0.887 0.988 0.244
N -2.845732 1.238383 -0.293045 0.240 -0.149 -0.641
H -0.298106 -1.906054 -2.195462 -0.233 -0.118 -0.006
H 0.354865 -0.220392 -2.418184 0.204 0.190 -0.050
H 0.309562 -2.246467 1.141514 -0.041 -0.010 0.048
H -0.837671 -2.782099 -0.093963 -0.099 -0.014 -0.046
H -1.301951 -1.564947 1.117469 -0.067 -0.079 0.108
H 2.159637 0.848188 -1.082890 0.087 -0.010 -0.025
H 0.667536 1.752997 -1.391887 -0.037 0.090 -0.131
H 1.706251 2.212572 -0.044168 0.001 0.022 0.014
H 2.201172 -0.533113 1.077771 0.074 0.257 0.128
H 1.652304 0.730164 2.037686 0.186 -0.101 -0.200
H -0.524374 1.697575 1.816006 -0.246 0.059 0.191
H -3.578387 0.540207 -0.317641 -0.012 -0.122 0.455
```
Positions in Å, forces in eV/Å.

Results
* energy above the lowest of the compared OMol25 structures with the same formula, charge and spin: 155.4 kJ/mol
* HOMO-LUMO gap: 9.55 eV
* LUMO level: 1.0 eV
* net charge: 0
* structure (SMILES): C=C(C)[C@](C)(N)C=C=N

(5)
C7H16O | ωB97M-V/def2-TZVPD

Geometry as XYZ:
```
24
Properties=species:S:1:pos:R:3:forces:R:3
C -0.550987 -1.134614 1.224194 -0.030 -0.154 -1.215
C -1.338474 -1.585163 -0.585456 0.062 -0.057 1.143
C -2.375499 -0.533221 -0.911873 0.036 -0.077 0.004
O 0.481352 -1.766419 1.563626 0.240 -0.026 -0.054
H 1.733436 -0.548663 1.506796 0.002 0.765 -0.382
H -0.409065 -0.054469 0.937451 -0.051 0.263 0.065
H -1.492774 -1.300506 1.779427 0.018 0.130 -0.071
H -0.828502 -1.988436 -1.462315 0.134 0.095 0.002
H -1.762857 -2.454384 -0.084573 -0.138 -0.010 -0.071
H -1.933408 0.315425 -1.441170 -0.007 0.017 -0.043
H -2.834946 -0.136949 -0.001149 0.012 -0.033 0.013
H -3.184508 -0.924458 -1.537147 0.026 0.068 0.018
C 0.592136 2.236465 0.104699 -0.093 -0.006 0.013
C 1.052208 0.054844 -1.100843 -0.133 -0.192 -0.143
C 1.266976 0.904109 0.029186 -0.266 -0.345 0.498
C 2.163807 0.475656 1.099236 -0.400 -0.549 0.149
H 0.315497 2.499037 1.126455 0.100 -0.043 -0.017
H 1.293014 3.003620 -0.248617 0.019 -0.072 0.017
H -0.296644 2.286079 -0.523032 0.046 -0.039 -0.039
H 1.862007 -0.644117 -1.303760 0.017 0.010 0.031
H 0.152106 -0.666386 -0.805927 0.422 0.322 0.109
H 0.697927 0.562237 -1.999018 0.025 0.023 0.051
H 2.244453 1.194873 1.912163 0.016 -0.003 -0.042
H 3.152745 0.205441 0.721647 -0.059 -0.089 -0.033
```
Positions in Å, forces in eV/Å.

Results
* energy above the lowest of the compared OMol25 structures with the same formula, charge and spin: 484.2 kJ/mol
* HOMO-LUMO gap (alpha / beta): 7.00 / 7.00 eV
* LUMO level (alpha / beta): -0.5 / -0.5 eV
* net charge: 0

(6)
C43H56F3N4O3PSbSeZn | ωB97M-V/def2-TZVPD

Geometry as XYZ:
```
113
Properties=species:S:1:pos:R:3:forces:R:3
Zn -0.996870 0.455185 -0.849264 0.554 0.208 -0.436
Se -2.779330 0.736089 -2.543258 0.708 0.654 -0.568
C -3.790019 -0.601949 -1.889515 -0.318 -0.396 0.311
N -4.421529 -1.464434 -1.455586 -0.225 -0.241 0.089
O 0.673006 0.148439 2.033612 -0.244 0.077 -0.816
P 1.105305 0.177630 3.466976 0.663 -0.271 0.881
C 0.548051 -1.425994 4.229860 -0.027 0.667 -0.252
C 1.025877 -1.750220 5.650964 0.011 -0.045 0.079
C 0.148391 -2.837437 6.289016 0.112 -0.115 -0.078
C -0.297588 -3.846371 5.236198 -0.112 0.040 0.119
C -1.232392 -3.182983 4.211055 0.060 0.016 0.061
C -0.948754 -1.679320 4.083333 -0.086 -0.094 -0.170
C 0.579098 1.803846 4.221461 0.273 -0.314 -0.211
C -0.693528 2.359063 3.574988 -0.152 -0.178 -0.184
C -1.976384 1.838117 4.213136 0.066 0.249 0.066
C -1.976857 2.050000 5.723535 -0.016 -0.272 -0.069
C -0.763193 1.372130 6.348568 -0.013 0.237 0.006
C 0.529210 1.913969 5.746375 0.026 -0.217 0.107
C 2.963248 -0.007394 3.540675 -0.429 -0.113 -0.081
C 3.691847 0.332980 4.845281 -0.142 0.118 0.138
C 4.060439 1.808306 4.993915 0.199 -0.117 -0.070
C 4.834680 2.298529 3.775894 -0.242 0.158 0.018
C 4.005867 2.097245 2.512020 0.230 -0.162 0.063
C 3.659615 0.622456 2.328505 -0.152 0.138 -0.144
H 1.033716 -2.110295 3.518449 0.040 0.058 0.048
H 1.009177 -0.862037 6.282741 0.078 0.017 0.035
H 2.057148 -2.105354 5.609324 0.042 0.061 0.040
H -0.732489 -2.394290 6.758114 -0.020 0.046 0.049
H 0.711828 -3.337816 7.076693 -0.043 0.037 0.063
H -0.806326 -4.683658 5.713126 0.058 -0.079 -0.041
H 0.587210 -4.247986 4.736867 0.018 -0.058 -0.007
H -2.272940 -3.321443 4.511793 -0.017 -0.035 -0.041
H -1.106762 -3.670250 3.241724 -0.048 0.015 -0.062
H -1.502965 -1.144482 4.855172 0.005 0.062 -0.025
H -1.281265 -1.311709 3.110925 -0.114 0.036 0.019
H 1.406554 2.433107 3.866327 -0.049 -0.101 0.026
H -0.704174 2.118139 2.510035 0.029 0.136 0.011
H -0.670818 3.448388 3.673404 0.040 0.022 0.015
H -2.076785 0.773117 3.992254 -0.099 -0.063 -0.039
H -2.826210 2.356470 3.765131 -0.015 -0.070 -0.054
H -2.893946 1.649007 6.160068 -0.023 0.068 0.030
H -1.948370 3.120070 5.941839 -0.037 0.060 0.027
H -0.829201 0.295255 6.184943 -0.016 -0.061 0.069
H -0.752411 1.542737 7.426582 0.016 -0.091 0.014
H 1.387018 1.412922 6.197582 0.065 0.100 0.054
H 0.600365 2.975592 6.002237 0.087 0.000 0.017
H 3.034299 -1.095827 3.399897 -0.038 0.078 0.042
H 4.620243 -0.246094 4.855772 -0.011 -0.033 0.049
H 3.104874 0.008192 5.704671 0.088 -0.073 0.063
H 4.667947 1.926241 5.893178 -0.074 0.044 0.038
H 3.167888 2.422768 5.122858 -0.028 0.035 0.061
H 5.769067 1.738383 3.690079 0.078 0.023 -0.015
H 5.085387 3.353881 3.891141 0.097 -0.011 0.017
H 4.571036 2.441809 1.642539 -0.096 0.053 -0.037
H 3.095512 2.699635 2.576230 -0.012 0.070 -0.045
H 4.591651 0.075740 2.159734 0.020 -0.043 -0.007
H 3.038763 0.479004 1.440653 0.095 -0.048 -0.036
F 6.884829 2.427277 -2.947432 -0.046 -0.010 -0.010
C 5.627683 1.962364 -2.919231 -0.173 -0.067 -0.008
C 4.639028 2.650951 -3.599882 0.225 0.026 0.018
C 3.340637 2.169405 -3.560389 -0.053 0.028 -0.024
C 3.048696 1.013362 -2.850179 -0.590 -0.357 0.172
C 4.059150 0.332201 -2.182683 -0.007 0.027 0.015
C 5.360454 0.802318 -2.212968 0.157 0.065 0.025
Sb 1.058573 0.218903 -2.773006 -0.066 -0.042 -0.814
C 1.233535 -1.385835 -4.190115 -0.085 0.419 0.566
C 0.097318 -2.142081 -4.458601 -0.036 0.085 0.031
C 0.166191 -3.235081 -5.304260 0.018 -0.125 -0.107
C 1.392283 -3.562000 -5.856394 0.087 0.111 0.096
F 1.481086 -4.630362 -6.660804 -0.043 0.011 -0.014
C 2.537556 -2.828343 -5.599234 -0.067 -0.169 -0.110
C 2.450812 -1.734574 -4.755610 -0.018 0.092 -0.020
C 0.113851 1.688549 -4.018066 0.170 -0.331 0.295
C -0.154092 1.451968 -5.360161 0.061 -0.006 0.028
C -0.808426 2.405011 -6.123769 -0.040 0.108 -0.053
C -1.183907 3.595154 -5.526747 0.083 -0.126 0.080
F -1.802521 4.527235 -6.264518 0.004 -0.031 0.026
C -0.943849 3.851195 -4.188471 -0.075 0.116 -0.118
C -0.301121 2.882235 -3.436322 -0.001 -0.012 -0.048
H 4.897053 3.539399 -4.156677 0.010 0.072 -0.013
H 2.559898 2.697996 -4.094002 0.031 0.004 -0.001
H 3.833345 -0.581808 -1.646535 0.067 -0.015 0.078
H 6.161468 0.287290 -1.704167 0.071 -0.020 0.020
H -0.855588 -1.865361 -4.019174 -0.049 -0.042 -0.017
H -0.707172 -3.827405 -5.534650 -0.019 -0.051 -0.036
H 3.471683 -3.118489 -6.055224 0.062 -0.041 -0.046
H 3.332762 -1.145585 -4.544165 0.097 -0.011 -0.032
H 0.140585 0.514759 -5.814394 0.009 0.000 -0.057
H -1.027043 2.237355 -7.167790 -0.020 0.009 -0.065
H -1.259803 4.790633 -3.759320 -0.039 0.037 0.026
H -0.136118 3.065675 -2.381376 0.016 0.060 0.048
C 1.493698 2.882737 0.020629 -0.016 0.134 -0.198
O 0.827689 1.629773 -0.119153 -0.236 -0.164 0.221
H 1.020351 3.508936 0.779309 -0.023 -0.011 0.019
H 1.448249 3.390912 -0.940770 0.027 0.067 0.030
H 2.544815 2.722263 0.271097 -0.085 0.004 -0.012
H 0.908962 1.134851 0.737350 -0.113 -0.145 0.179
C -4.581948 0.706060 2.013112 -0.274 0.334 0.143
N -3.730293 -0.386865 1.575645 0.228 0.046 -0.049
C -4.131661 -1.667868 1.734042 0.274 -0.439 -0.172
C -3.400998 -2.698957 1.254759 -0.071 0.094 0.130
C -2.217528 -2.388643 0.529020 -0.155 0.229 0.092
N -1.833650 -1.121918 0.382284 0.236 -0.082 -0.124
C -2.565497 -0.115356 0.904069 -0.588 -0.306 0.637
O -2.182130 1.052955 0.731891 0.152 0.306 0.022
N -1.464630 -3.350260 -0.000573 0.095 -0.054 -0.123
H -5.582959 0.574578 1.604722 0.041 -0.010 -0.042
H -4.157264 1.635187 1.644395 -0.071 -0.050 0.050
H -4.633700 0.732217 3.101116 0.034 0.015 -0.018
H -5.072376 -1.809572 2.246062 -0.010 -0.006 0.018
H -3.735277 -3.715907 1.362413 -0.038 -0.086 0.030
H -1.778822 -4.305205 0.008450 0.019 0.043 -0.030
H -0.673775 -3.106119 -0.574309 -0.026 -0.015 0.025
```
Positions in Å, forces in eV/Å.

Results
* energy above the lowest of the compared OMol25 structures with the same formula, charge and spin: 103.5 kJ/mol
* HOMO-LUMO gap: 8.26 eV
* LUMO level: -2.4 eV
* net charge: +1